Record 1
This record from the OMol25 dataset describes a 3-piece molecular cluster, C20H27BNO5PS3 overall at a distorted geometry. The level of theory is wB97M-V/def2-TZVPD.

For the largest force on an atom, the calculation gives 1.60 eV/Å. For the HOMO energy, the calculation gives -8.56 eV. The LUMO energy comes out at -0.60 eV.

```
! RIJCOSX wB97M-V def2-TZVPD def2/J DEFGRID3
* xyz 0 1
C -0.704 -0.169 4.334
C 0.024 0.131 3.427
C 0.881 0.478 2.261
C 0.112 0.093 1.001
C -0.798 1.020 0.461
P -1.133 2.680 1.179
S -0.867 4.058 -0.168
C -1.557 0.714 -0.690
C -1.383 -0.537 -1.230
C -0.477 -1.476 -0.687
C 0.293 -1.185 0.421
C 1.266 -2.219 0.959
C 2.658 -1.698 0.793
C 3.739 -1.177 0.805
C -0.598 -2.730 -1.547
O 0.193 -3.567 -1.838
N -1.954 -2.630 -2.070
B -2.996 -3.157 -1.202
O -2.622 -3.648 0.061
C -4.524 -3.263 -1.619
C -5.160 -1.921 -2.094
C -2.012 -1.223 -2.444
O -2.373 -0.766 -3.477
H -1.483 -0.549 4.962
H 1.152 1.534 2.271
H 1.804 -0.098 2.378
H -0.386 2.876 2.354
H -2.491 2.612 1.573
H -2.253 1.418 -1.141
H 1.098 -2.472 2.011
H 1.224 -3.136 0.360
H 4.576 -0.524 0.664
H -3.126 -3.124 0.698
H -4.634 -4.052 -2.374
H -5.088 -3.613 -0.742
H -5.088 -1.868 -3.187
H -6.213 -1.824 -1.815
H -4.617 -1.045 -1.713
C -1.090 8.720 0.891
S -0.666 7.294 1.903
O -1.698 7.188 2.969
C 0.797 8.029 2.652
H -2.013 8.493 0.361
H -1.237 9.593 1.527
H -0.292 8.903 0.171
H 0.524 8.948 3.172
H 1.535 8.236 1.877
H 1.206 7.315 3.363
C 3.495 -4.645 -2.054
S 5.049 -4.052 -1.367
O 5.286 -2.694 -1.923
C 6.104 -5.190 -2.277
H 2.690 -4.036 -1.647
H 3.512 -4.549 -3.140
H 3.345 -5.686 -1.767
H 5.950 -5.060 -3.348
H 5.873 -6.214 -1.982
H 7.139 -4.964 -2.026
*
```

=====

Record 2
This record from the OMol25 dataset describes C20H27BrCoNO2P as an isolated structure at a distorted geometry. The level of theory is wB97M-V/def2-TZVPD.

For the largest force on an atom, the calculation gives 2.29 eV/Å. For the HOMO energy (spin up / spin down), the calculation gives -7.10 / -8.04 eV. The LUMO energy (spin up / spin down) comes out at 0.34 / 0.32 eV.

```
! RIJCOSX wB97M-V def2-TZVPD def2/J DEFGRID3
* xyz 0 4
C 0.249 3.455 -3.234
C -1.036 3.043 -2.907
C -1.237 1.809 -2.252
C -0.138 1.058 -1.830
C 1.150 1.559 -2.015
C 1.337 2.735 -2.758
C -2.682 1.412 -2.053
C -3.093 -0.067 -1.969
N -2.024 -1.012 -2.387
Co -0.600 -0.806 -1.037
C 2.377 0.926 -1.404
P 2.111 -0.787 -0.885
H -1.891 3.659 -3.195
H 2.354 3.067 -2.964
H 0.406 4.342 -3.845
H 2.679 1.459 -0.489
H 3.208 0.948 -2.119
H -3.026 1.855 -1.104
H -3.300 1.869 -2.844
H -3.349 -0.322 -0.931
C 3.345 -1.397 0.284
C 2.291 -1.818 -2.375
H -3.980 -0.259 -2.601
C -1.634 -0.815 -3.819
C -2.482 -2.435 -2.181
H 1.140 -0.538 0.165
H -2.332 -1.398 -4.441
H -1.703 0.237 -4.108
H -0.603 -1.166 -3.953
H -2.790 -2.870 -3.142
H -1.647 -2.998 -1.747
H -3.317 -2.470 -1.472
H 3.350 -1.952 -2.642
H 1.856 -2.812 -2.209
H 1.793 -1.385 -3.250
H 4.342 -1.446 -0.165
H 3.344 -0.747 1.165
H 3.019 -2.394 0.612
H -0.102 -1.982 -1.881
Br 0.575 2.805 1.584
C -0.106 1.800 3.049
C 0.376 2.014 4.345
C -0.044 1.190 5.394
C -1.024 0.220 5.164
C -1.545 0.033 3.882
C -1.059 0.798 2.814
C -1.569 0.599 1.401
O -2.381 1.422 0.971
O -1.096 -0.465 0.815
H 1.089 2.811 4.523
H 0.392 1.315 6.387
H -1.371 -0.410 5.984
H -2.334 -0.696 3.691
*
```

=====

Record 3
This record from the OMol25 dataset describes one molecule with the formula C20H27ClFN3O3. The level of theory is wB97M-V/def2-TZVPD.

The energy relative to the best compared isomer or geometry (same formula, charge and spin) comes out at 0.188 eV. For the largest force on an atom, the calculation gives 0.49 eV/Å. For the HOMO energy, the calculation gives -8.80 eV. The LUMO energy comes out at 0.59 eV. Its SMILES is CN(CC1CCOCC1)C(=O)C[C@@H]1C(=O)NCCN1Cc1ccc(Cl)c(F)c1.

```
! RIJCOSX wB97M-V def2-TZVPD def2/J DEFGRID3
* xyz 0 1
C -0.094 -1.975 -1.583
N -0.456 -1.039 -0.543
C -1.779 -0.455 -0.652
C -2.916 -1.469 -0.483
C -2.848 -2.168 0.876
C -4.061 -3.084 1.045
O -5.277 -2.386 0.918
C -5.395 -1.765 -0.340
C -4.269 -0.762 -0.592
C 0.251 -0.815 0.588
O -0.173 -0.114 1.490
C 1.622 -1.464 0.692
C 2.690 -0.767 -0.200
C 3.535 -1.895 -0.786
O 3.239 -2.439 -1.833
N 4.559 -2.299 -0.016
C 4.950 -1.554 1.156
C 4.802 -0.073 0.834
N 3.414 0.243 0.563
C 3.274 1.591 0.028
C 1.846 2.058 0.086
C 1.271 2.398 1.303
C -0.046 2.805 1.380
C -0.819 2.873 0.231
Cl -2.474 3.353 0.307
C -0.243 2.536 -0.985
F -0.974 2.586 -2.117
C 1.076 2.134 -1.066
H 0.980 -2.031 -1.740
H -0.554 -1.647 -2.515
H -0.460 -2.981 -1.355
H -1.869 0.035 -1.628
H -1.854 0.299 0.134
H -2.851 -2.224 -1.276
H -1.934 -2.757 0.967
H -2.847 -1.416 1.667
H -4.077 -3.530 2.041
H -4.018 -3.893 0.295
H -6.367 -1.268 -0.336
H -5.391 -2.531 -1.135
H -4.323 0.029 0.158
H -4.392 -0.313 -1.579
H 1.550 -2.523 0.441
H 1.932 -1.365 1.732
H 2.182 -0.286 -1.041
H 5.119 -3.072 -0.343
H 5.986 -1.787 1.405
H 4.314 -1.814 2.009
H 5.129 0.532 1.685
H 5.454 0.162 -0.028
H 3.652 1.656 -1.008
H 3.888 2.246 0.653
H 1.859 2.324 2.204
H -0.490 3.051 2.331
H 1.482 1.887 -2.035
*
```

=====

Record 4
This record from the OMol25 dataset describes a 6-piece molecular cluster, C20H27F2NO3 overall at a distorted geometry. The level of theory is wB97M-V/def2-TZVPD.

The energy relative to the best compared isomer or geometry (same formula, charge and spin) comes out at 0.000 eV. For the largest force on an atom, the calculation gives 2.00 eV/Å. For the HOMO energy, the calculation gives -9.05 eV. The LUMO energy comes out at 0.59 eV. Its SMILES is Fc1ccccc1.Fc1ccccc1.c1ccncc1.CO.CO.CO.

```
! RIJCOSX wB97M-V def2-TZVPD def2/J DEFGRID3
* xyz 0 1
F -13.284 -8.355 18.971
C -12.021 -8.742 18.646
C -11.011 -7.788 18.692
C -9.711 -8.205 18.484
C -9.484 -9.527 18.076
C -10.495 -10.455 18.071
C -11.785 -10.074 18.396
H -11.254 -6.755 18.899
H -8.902 -7.489 18.470
H -8.480 -9.780 17.757
H -10.180 -11.484 17.940
H -12.632 -10.748 18.429
F -8.160 -8.215 23.220
C -9.120 -9.156 23.159
C -9.816 -9.325 21.963
C -10.662 -10.445 21.920
C -11.003 -11.129 23.082
C -10.446 -10.793 24.302
C -9.458 -9.830 24.335
H -9.539 -8.859 21.028
H -11.225 -10.620 21.013
H -11.845 -11.807 23.009
H -10.722 -11.291 25.222
H -8.835 -9.544 25.174
C -7.863 -3.775 15.926
C -8.972 -4.252 16.594
C -9.416 -5.522 16.236
N -8.742 -6.404 15.490
C -7.610 -5.937 14.925
C -7.201 -4.626 15.025
H -7.539 -2.747 16.023
H -9.572 -3.553 17.158
H -10.383 -5.878 16.565
H -7.076 -6.597 14.252
H -6.297 -4.177 14.631
C -10.366 -5.028 20.681
O -9.130 -5.220 20.037
H -11.070 -4.547 19.989
H -10.866 -5.917 21.069
H -10.330 -4.338 21.532
H -8.483 -4.598 20.369
C -13.664 -5.526 16.859
O -12.697 -4.754 17.560
H -14.706 -5.210 16.956
H -13.398 -5.627 15.810
H -13.677 -6.531 17.303
H -13.145 -4.197 18.201
C -6.270 -7.080 18.285
O -4.841 -7.282 18.223
H -6.553 -6.061 18.002
H -6.810 -7.795 17.664
H -6.440 -7.220 19.354
H -4.609 -7.469 17.307
*
```

=====

Record 5
This record from the OMol25 dataset describes C20H27F6HgN9O6S2 as an isolated structure at a distorted geometry. The level of theory is wB97M-V/def2-TZVPD.

For the largest force on an atom, the calculation gives 3.18 eV/Å. For the HOMO energy, the calculation gives -9.99 eV. The LUMO energy comes out at 0.37 eV.

```
! RIJCOSX wB97M-V def2-TZVPD def2/J DEFGRID3
* xyz 0 1
Hg 2.710 3.498 19.012
C 1.609 -0.543 20.307
F 1.449 0.489 21.191
F 1.817 -1.667 21.025
F 0.394 -0.701 19.757
S 2.899 -0.052 19.057
O 2.312 1.193 18.560
O 4.146 0.050 19.830
O 2.846 -1.076 18.076
C -0.525 7.320 20.168
F -1.409 6.525 20.832
F -1.189 8.393 19.701
F 0.345 7.837 21.049
S 0.379 6.464 18.875
O 1.155 7.487 18.249
O 1.157 5.430 19.647
O -0.747 5.889 18.154
C -1.589 3.660 19.967
C -1.106 2.872 18.839
N -0.689 2.209 18.018
H -0.721 4.179 20.328
H -1.961 2.989 20.754
H -2.404 4.310 19.583
C 4.308 0.503 15.723
C 4.765 1.499 16.604
N 5.201 2.260 17.309
H 3.576 0.902 14.993
H 3.732 -0.175 16.355
H 5.133 0.025 15.242
C -0.083 -0.649 16.265
C 0.468 0.460 15.449
N 0.935 1.301 14.797
H 0.753 -1.354 16.574
H -0.893 -1.191 15.712
H -0.508 -0.231 17.175
C 6.959 5.252 16.938
C 8.202 4.969 17.512
N 9.250 4.722 17.916
H 6.513 4.449 16.351
H 6.958 6.225 16.435
H 6.286 5.351 17.781
C -0.294 4.404 15.491
C 0.813 4.141 16.384
N 1.701 3.845 17.079
H -1.226 4.296 16.030
H -0.156 3.658 14.730
H -0.167 5.415 15.073
C 4.043 8.172 17.561
C 3.955 6.843 18.107
N 3.941 5.763 18.553
H 3.896 8.944 18.315
H 3.226 8.308 16.943
H 4.989 8.236 17.011
C 6.524 1.570 20.934
C 5.415 2.279 20.423
N 4.530 2.803 19.989
H 6.272 1.188 21.902
H 7.332 2.230 21.148
H 6.777 0.750 20.226
C -0.040 9.014 15.425
C 1.098 8.115 15.440
N 2.035 7.443 15.465
H -0.925 8.558 14.916
H 0.229 9.894 14.760
H -0.297 9.311 16.475
C 0.358 4.572 23.147
C 1.252 3.993 22.175
N 1.917 3.568 21.332
H 0.992 5.036 23.876
H -0.224 3.799 23.670
H -0.334 5.306 22.772
*
```

=====

Record 6
This record from the OMol25 dataset describes one molecule with the formula C20H27FN4O4. The level of theory is wB97M-V/def2-TZVPD.

The energy relative to the best compared isomer or geometry (same formula, charge and spin) comes out at 0.376 eV. For the largest force on an atom, the calculation gives 0.17 eV/Å. For the HOMO energy, the calculation gives -8.57 eV. The LUMO energy comes out at 0.58 eV. Its SMILES is CCN(C[C@@H](C)NC(=O)c1cc(O)nn1C)C(=O)[C@@H](Cc1ccc(F)cc1)OC.

```
! RIJCOSX wB97M-V def2-TZVPD def2/J DEFGRID3
* xyz 0 1
C 2.334 -2.351 -2.106
C 2.323 -0.829 -2.182
N 1.332 -0.220 -1.291
C -0.047 -0.266 -1.799
C -1.012 0.751 -1.159
C -1.834 1.473 -2.224
N -1.857 0.151 -0.133
C -2.718 -0.857 -0.395
O -3.080 -1.176 -1.521
C -3.190 -1.583 0.812
C -2.598 -1.726 2.055
C -3.478 -2.573 2.738
O -3.330 -3.016 4.006
N -4.517 -2.919 2.002
N -4.328 -2.306 0.819
C -5.299 -2.505 -0.240
C 1.558 -0.169 0.053
O 0.665 -0.134 0.882
C 3.020 0.003 0.510
C 3.515 1.406 0.118
C 2.481 2.488 0.310
C 1.937 3.143 -0.789
C 0.946 4.105 -0.640
C 0.504 4.392 0.634
F -0.462 5.320 0.794
C 1.018 3.764 1.751
C 2.010 2.812 1.581
O 3.127 -0.113 1.903
C 2.935 -1.433 2.377
H 3.057 -2.765 -2.810
H 2.604 -2.685 -1.102
H 1.354 -2.764 -2.346
H 3.312 -0.431 -1.963
H 2.085 -0.504 -3.195
H 0.026 -0.056 -2.866
H -0.468 -1.271 -1.701
H -0.414 1.499 -0.638
H -1.172 2.083 -2.842
H -2.366 0.767 -2.858
H -2.564 2.130 -1.751
H -1.459 0.174 0.792
H -1.665 -1.318 2.403
H -4.087 -3.582 4.203
H -5.516 -1.561 -0.732
H -4.920 -3.202 -0.985
H -6.194 -2.904 0.228
H 3.661 -0.755 0.042
H 4.397 1.596 0.732
H 3.836 1.399 -0.924
H 2.289 2.896 -1.784
H 0.518 4.622 -1.488
H 0.638 4.021 2.731
H 2.410 2.293 2.442
H 3.115 -1.414 3.449
H 1.918 -1.782 2.189
H 3.652 -2.118 1.908
*
```

=====

What did the sixth record say?
This record from the OMol25 dataset describes one molecule with the formula C20H27FN4O4. The level of theory is wB97M-V/def2-TZVPD.

The energy relative to the best compared isomer or geometry (same formula, charge and spin) comes out at 0.376 eV. For the largest force on an atom, the calculation gives 0.17 eV/Å. For the HOMO energy, the calculation gives -8.57 eV. The LUMO energy comes out at 0.58 eV. Its SMILES is CCN(C[C@@H](C)NC(=O)c1cc(O)nn1C)C(=O)[C@@H](Cc1ccc(F)cc1)OC.

```
! RIJCOSX wB97M-V def2-TZVPD def2/J DEFGRID3
* xyz 0 1
C 2.334 -2.351 -2.106
C 2.323 -0.829 -2.182
N 1.332 -0.220 -1.291
C -0.047 -0.266 -1.799
C -1.012 0.751 -1.159
C -1.834 1.473 -2.224
N -1.857 0.151 -0.133
C -2.718 -0.857 -0.395
O -3.080 -1.176 -1.521
C -3.190 -1.583 0.812
C -2.598 -1.726 2.055
C -3.478 -2.573 2.738
O -3.330 -3.016 4.006
N -4.517 -2.919 2.002
N -4.328 -2.306 0.819
C -5.299 -2.505 -0.240
C 1.558 -0.169 0.053
O 0.665 -0.134 0.882
C 3.020 0.003 0.510
C 3.515 1.406 0.118
C 2.481 2.488 0.310
C 1.937 3.143 -0.789
C 0.946 4.105 -0.640
C 0.504 4.392 0.634
F -0.462 5.320 0.794
C 1.018 3.764 1.751
C 2.010 2.812 1.581
O 3.127 -0.113 1.903
C 2.935 -1.433 2.377
H 3.057 -2.765 -2.810
H 2.604 -2.685 -1.102
H 1.354 -2.764 -2.346
H 3.312 -0.431 -1.963
H 2.085 -0.504 -3.195
H 0.026 -0.056 -2.866
H -0.468 -1.271 -1.701
H -0.414 1.499 -0.638
H -1.172 2.083 -2.842
H -2.366 0.767 -2.858
H -2.564 2.130 -1.751
H -1.459 0.174 0.792
H -1.665 -1.318 2.403
H -4.087 -3.582 4.203
H -5.516 -1.561 -0.732
H -4.920 -3.202 -0.985
H -6.194 -2.904 0.228
H 3.661 -0.755 0.042
H 4.397 1.596 0.732
H 3.836 1.399 -0.924
H 2.289 2.896 -1.784
H 0.518 4.622 -1.488
H 0.638 4.021 2.731
H 2.410 2.293 2.442
H 3.115 -1.414 3.449
H 1.918 -1.782 2.189
H 3.652 -2.118 1.908
*
```